C5H18NO2 as an isolated structure at a distorted geometry, computed with ωB97M-V with the def2-TZVPD basis set.

XYZ file:
```
26
Properties=species:S:1:pos:R:3:forces:R:3:mulliken_charge:R:1
C 0.006 -1.911 0.153 2.118 1.015 -0.214 -0.94
C 0.613 -0.888 1.129 -1.578 1.300 -0.224 -0.36
C 0.608 0.520 0.505 1.150 -0.374 0.803 0.08
C 1.892 0.644 -0.437 -0.059 0.448 -1.110 -0.55
C 3.266 0.616 0.211 -0.329 0.757 0.897 -1.12
N -0.614 0.761 -2.233 -1.685 1.023 -0.993 -0.37
H 0.808 -2.554 -0.185 0.346 -0.422 -0.249 0.33
H -0.682 -2.534 0.642 -1.211 -0.673 0.318 0.35
H 1.634 -1.007 1.509 -0.049 -0.487 -0.084 0.34
H 0.003 -0.969 2.052 0.162 0.328 -0.073 0.33
H 0.741 1.357 1.268 -0.185 -1.148 -0.745 0.34
H -0.291 0.645 -0.145 0.751 0.099 0.495 -0.05
H 1.772 1.580 -1.000 -0.011 0.116 0.369 0.45
H 1.922 -0.099 -1.246 -0.934 -0.767 0.225 0.26
H 3.319 -0.019 1.132 -0.054 0.877 -0.645 0.30
H 4.060 0.230 -0.425 -0.124 0.037 -0.343 0.34
H 3.464 1.690 0.385 0.563 -0.732 0.635 0.30
H -1.002 1.699 -2.612 1.035 -1.455 0.348 0.38
H -0.341 0.170 -3.045 0.008 0.441 0.223 0.35
H -0.364 -1.393 -0.732 -0.317 -0.397 0.259 0.19
H -1.639 0.305 -1.658 -0.355 -0.707 1.608 0.21
H -3.196 -0.491 -1.419 0.209 0.091 -0.027 0.31
O -2.443 -0.184 -0.875 0.458 0.611 -1.615 -0.48
H -2.925 0.060 1.133 0.189 0.202 1.105 0.29
H -2.753 0.231 2.750 0.056 0.064 -1.463 0.31
O -2.374 0.421 1.858 -0.154 -0.244 0.499 -0.60
```
Positions in Å, forces in eV/Å.

- Frontier orbital gap: 3.85 eV
- Molecular weight: 124.20 g mol⁻¹
- ΔE to the lowest compared entry with this formula, charge and spin: 218.5 kcal per mole
- Highest occupied orbital energy: -14.211 eV
- Largest force on an atom: 2.36 eV/Å
- Total charge: +1